--- 1 ---
114
Properties=species:S:1:pos:R:3 method="wB97M-V/def2-TZVPD" homo_lumo_gap_ha="0.26857 / 0.20902" spin_multiplicity=2 total_charge=+3 homo_energy_ha="-0.5578 / -0.5631"
Ir -1.758 0.069 -1.760
N -1.566 -0.172 0.254
S -1.161 -0.219 1.633
N 0.307 0.406 2.045
S 1.604 -0.358 1.668
N 1.694 -1.009 0.263
S 1.517 -0.250 -1.168
N 0.226 -0.098 -1.821
C 2.623 -1.213 -2.159
C 3.596 -2.035 -1.607
C 4.464 -2.707 -2.457
C 4.361 -2.543 -3.831
C 3.381 -1.718 -4.370
C 2.504 -1.046 -3.535
C 2.336 1.327 -1.005
C 1.503 2.412 -0.771
C 2.055 3.680 -0.690
C 3.423 3.852 -0.858
C 4.246 2.757 -1.087
C 3.706 1.481 -1.160
C 1.956 -1.698 2.763
C 1.850 -1.417 4.121
C 2.173 -2.412 5.026
C 2.601 -3.655 4.571
C 2.699 -3.915 3.212
C 2.373 -2.932 2.288
C 2.899 0.783 2.038
C 2.629 2.086 2.421
C 3.701 2.915 2.725
C 5.000 2.435 2.645
C 5.249 1.120 2.264
C 4.195 0.281 1.956
C -2.185 0.689 2.762
C -3.551 0.478 2.600
C -4.433 1.152 3.426
C -3.950 2.031 4.391
C -2.585 2.228 4.543
C -1.687 1.551 3.728
C -1.160 -1.861 2.324
C -0.766 -2.896 1.486
C -0.753 -4.190 1.981
C -1.138 -4.440 3.292
C -1.517 -3.396 4.123
C -1.528 -2.093 3.644
H 3.667 -2.154 -0.536
H 5.226 -3.355 -2.044
H 5.050 -3.059 -4.487
H 3.308 -1.594 -5.442
H 1.730 -0.403 -3.934
H 0.440 2.249 -0.663
H 1.420 4.536 -0.500
H 3.851 4.845 -0.821
H 5.310 2.896 -1.223
H 4.344 0.627 -1.347
H 1.531 -0.439 4.461
H 2.099 -2.218 6.088
H 2.865 -4.424 5.284
H 3.033 -4.885 2.868
H 2.432 -3.116 1.225
H 1.608 2.435 2.484
H 3.518 3.935 3.032
H 5.828 3.086 2.889
H 6.264 0.749 2.218
H 4.374 -0.751 1.679
H -3.901 -0.196 1.826
H -5.498 0.993 3.326
H -4.644 2.566 5.026
H -2.217 2.901 5.306
H -0.621 1.688 3.841
H -0.455 -2.672 0.473
H -0.449 -5.010 1.344
H -1.147 -5.456 3.665
H -1.804 -3.593 5.147
H -1.821 -1.277 4.290
C -2.382 2.709 0.301
C -1.893 3.125 -1.039
C -1.672 4.501 -1.264
C -1.237 4.948 -2.472
C -1.059 4.019 -3.516
C -0.685 4.418 -4.823
C -0.589 3.507 -5.849
C -0.870 2.168 -5.601
C -1.223 1.734 -4.316
S -1.617 0.118 -4.048
C -1.302 2.664 -3.238
N -1.671 2.217 -1.994
H -2.914 3.532 0.776
H -1.535 2.444 0.936
H -3.032 1.842 0.231
H -1.861 5.191 -0.454
H -1.059 6.001 -2.652
H -0.488 5.467 -5.004
H -0.316 3.827 -6.845
H -0.830 1.442 -6.403
N -4.928 0.725 -3.676
C -4.894 0.393 -2.374
N -6.056 0.106 -1.771
O -3.843 0.369 -1.696
H -5.783 0.732 -4.204
H -4.067 0.890 -4.165
H -6.943 0.154 -2.240
H -6.033 -0.141 -0.798
Se -4.549 -3.472 0.541
N -3.580 -4.748 -0.174
C -2.729 -4.156 -0.991
C -1.764 -4.843 -1.779
C -0.972 -4.097 -2.585
C -1.122 -2.686 -2.629
N -1.988 -1.991 -1.923
C -2.819 -2.717 -1.066
N -3.755 -2.158 -0.333
H -1.697 -5.922 -1.734
H -0.229 -4.553 -3.224
H -0.487 -2.123 -3.297

***

--- 2 ---
114
Properties=species:S:1:pos:R:3 method="wB97M-V/def2-TZVPD" homo_lumo_gap_ha="0.26755 / 0.19971" spin_multiplicity=2 total_charge=+3 homo_energy_ha="-0.5561 / -0.5572"
Ir -1.737 0.041 -1.662
N -1.480 -0.177 0.350
S -1.075 -0.229 1.721
N 0.397 0.377 2.112
S 1.683 -0.400 1.721
N 1.738 -1.025 0.309
S 1.554 -0.253 -1.115
N 0.262 -0.101 -1.757
C 2.656 -1.207 -2.118
C 3.634 -2.022 -1.560
C 4.515 -2.677 -2.409
C 4.416 -2.503 -3.783
C 3.425 -1.690 -4.324
C 2.533 -1.035 -3.491
C 2.325 1.349 -0.984
C 1.462 2.415 -0.773
C 1.981 3.699 -0.750
C 3.342 3.902 -0.957
C 4.194 2.823 -1.159
C 3.689 1.529 -1.171
C 2.009 -1.749 2.811
C 1.899 -1.471 4.170
C 2.191 -2.479 5.071
C 2.597 -3.729 4.609
C 2.701 -3.983 3.248
C 2.404 -2.987 2.330
C 2.997 0.715 2.105
C 2.733 2.010 2.531
C 3.811 2.830 2.837
C 5.108 2.348 2.721
C 5.348 1.042 2.305
C 4.288 0.211 1.993
C -2.100 0.735 2.799
C -3.467 0.546 2.621
C -4.347 1.271 3.407
C -3.856 2.176 4.346
C -2.490 2.347 4.515
C -1.594 1.621 3.740
C -1.135 -1.871 2.407
C -0.806 -2.923 1.566
C -0.889 -4.216 2.057
C -1.295 -4.443 3.367
C -1.598 -3.378 4.206
C -1.521 -2.076 3.727
H 3.692 -2.145 -0.488
H 5.284 -3.318 -1.996
H 5.118 -3.003 -4.439
H 3.355 -1.560 -5.397
H 1.745 -0.403 -3.886
H 0.401 2.226 -0.650
H 1.325 4.545 -0.584
H 3.739 4.910 -0.977
H 5.251 2.987 -1.328
H 4.345 0.684 -1.342
H 1.599 -0.486 4.509
H 2.111 -2.291 6.134
H 2.841 -4.508 5.321
H 3.020 -4.958 2.902
H 2.469 -3.158 1.262
H 1.710 2.349 2.620
H 3.632 3.844 3.174
H 5.943 2.995 2.964
H 6.362 0.670 2.232
H 4.457 -0.817 1.685
H -3.816 -0.151 1.864
H -5.415 1.129 3.296
H -4.549 2.757 4.942
H -2.119 3.039 5.261
H -0.524 1.738 3.860
H -0.488 -2.715 0.550
H -0.650 -5.056 1.415
H -1.385 -5.459 3.734
H -1.896 -3.558 5.230
H -1.762 -1.238 4.369
C -2.440 2.667 0.296
C -1.994 3.134 -1.046
C -1.839 4.518 -1.273
C -1.445 4.972 -2.493
C -1.228 4.053 -3.538
C -0.880 4.465 -4.850
C -0.743 3.552 -5.875
C -0.945 2.204 -5.619
C -1.268 1.757 -4.325
S -1.558 0.121 -4.075
C -1.401 2.690 -3.255
N -1.742 2.247 -2.018
H -3.010 3.445 0.804
H -1.572 2.424 0.912
H -3.044 1.771 0.207
H -2.045 5.208 -0.466
H -1.320 6.033 -2.681
H -0.737 5.523 -5.039
H -0.494 3.880 -6.875
H -0.870 1.478 -6.420
N -4.836 0.814 -3.790
C -4.890 0.442 -2.495
N -6.098 0.155 -1.986
O -3.885 0.386 -1.756
H -5.658 0.859 -4.367
H -3.946 0.973 -4.221
H -6.947 0.227 -2.520
H -6.157 -0.120 -1.023
Se -4.367 -3.561 0.610
N -3.427 -4.829 -0.137
C -2.644 -4.239 -1.019
C -1.722 -4.905 -1.870
C -1.000 -4.148 -2.734
C -1.177 -2.744 -2.784
N -2.000 -2.066 -2.019
C -2.763 -2.793 -1.107
N -3.650 -2.242 -0.310
H -1.631 -5.985 -1.835
H -0.303 -4.607 -3.423
H -0.620 -2.167 -3.515

***

Most stable pick: 1. Distance to second place: 16.8 kcal/mol.

***

--- 1 ---
23
Properties=species:S:1:pos:R:3 method="wB97M-V/def2-TZVPD" homo_lumo_gap_ha=0.35817 spin_multiplicity=1 total_charge=+1 homo_energy_ha=-0.4750
C -1.529 0.082 -2.596
C -1.530 -1.067 -1.615
N -1.554 -0.553 -0.213
H -1.430 -0.232 -3.628
H -2.414 0.704 -2.456
H -0.670 0.729 -2.383
H -2.381 -1.737 -1.737
H -0.625 -1.666 -1.706
H -0.653 0.008 -0.024
H -1.591 -1.315 0.463
H -2.355 0.031 0.024
C 0.556 0.905 3.043
C 1.345 0.251 1.942
S 1.079 1.095 0.346
C 2.155 0.085 -0.726
H 0.846 0.564 4.034
H -0.530 0.835 2.944
H 0.710 1.989 3.113
H 1.098 -0.806 1.818
H 2.408 0.281 2.183
H 3.171 0.207 -0.366
H 1.794 -0.937 -0.752
H 2.100 0.549 -1.708

***

--- 2 ---
23
Properties=species:S:1:pos:R:3 method="wB97M-V/def2-TZVPD" homo_lumo_gap_ha=0.39615 spin_multiplicity=1 total_charge=+1 homo_energy_ha=-0.4935
S 1.566 0.920 0.103
C -1.205 0.522 0.049
C 0.117 -0.007 -0.489
H 1.211 2.108 -0.430
H -1.204 0.512 1.152
H -2.040 -0.105 -0.308
H -1.373 1.557 -0.293
H 0.296 -1.042 -0.138
H 0.124 -0.021 -1.595
C 0.090 2.603 3.222
C 2.452 1.972 3.485
C 0.692 0.269 3.704
N 1.105 1.531 3.031
H 0.387 3.520 2.686
H -0.004 2.838 4.296
H -0.895 2.279 2.846
H 2.426 2.189 4.567
H 3.201 1.185 3.302
H 2.763 2.886 2.951
H 0.616 0.436 4.792
H -0.289 -0.069 3.331
H 1.432 -0.529 3.522
H 1.166 1.335 2.008

***

Most stable pick: 1. Distance to second place: 4.4 kcal/mol.